DFT (ωB97M-V with the def2-TZVPD basis set) results for the molecule C3H10N2S at a distorted geometry.

Last column: Löwdin charge in e.
Cartesian coordinates (Å):
C: 1.57951 0.73120 1.08583  -0.104
C: 0.58704 -0.35531 0.74710  -0.424
N: -0.53460 0.01162 -0.06389  -0.323
C: -1.74259 -0.66349 0.38797  -0.218
S: -0.18718 -0.76404 -1.97059  0.809
N: -0.76475 0.39029 -2.95986  -0.399
H: 1.08849 1.71299 1.20116  0.070
H: 2.16982 0.38306 1.98374  0.085
H: 2.34016 0.95968 0.28486  0.077
H: 1.13303 -1.09046 0.21652  0.059
H: 0.30324 -0.91098 1.61770  0.094
H: -1.46742 -1.65033 0.87898  0.084
H: -2.22316 0.08940 1.05194  0.084
H: -2.47230 -0.94601 -0.44631  0.070
H: -0.03191 1.07373 -2.98065  0.010
H: -1.68834 0.74380 -2.95704  0.027

As for the SMILES: CCN(C)SN. The energy above the lowest of the compared OMol25 structures with the same formula, charge and spin is 52.1 kcal per mole. For the HOMO energy, the calculation gives -0.3090 Eh. As for the total energy: -17086.3456 eV.

***

DFT (ωB97M-V with the def2-TZVPD basis set) results for a 2-piece molecular cluster, C3H10N2S overall at a distorted geometry.

Last column: Löwdin charge in e.
Cartesian coordinates (Å):
C: 1.71758 -1.25974 0.51737  -0.132
C: -1.82990 1.70332 0.06076  -0.274
C: 1.61050 0.06987 -0.23149  -0.384
N: 0.41740 0.25767 -1.01442  0.042
N: -1.61928 0.34905 0.41320  -0.512
S: -2.57968 -0.89995 -0.03569  0.746
H: 0.82207 -1.72252 1.15532  0.100
H: 1.99603 -2.17328 -0.23507  0.107
H: 2.60079 -1.18169 1.14338  0.041
H: -2.60468 1.96976 -0.65654  0.058
H: -2.05206 2.26122 0.94974  0.061
H: -0.88637 2.09343 -0.45386  0.080
H: 1.57097 0.86056 0.46156  0.077
H: 2.36029 0.21457 -1.03390  0.125
H: 0.33442 -0.66935 -1.48003  0.047
H: -1.85808 -1.87291 0.43965  -0.181

The energy above the lowest of the compared OMol25 structures with the same formula, charge and spin is 109.8 kcal per mole. For the HOMO energy (alpha / beta), the calculation gives -0.3236 / -0.2905 Eh. As for the total energy: -17083.8436 eV.

***

DFT (ωB97M-V with the def2-TZVPD basis set) results for the molecule C3H10N2S2 at a distorted geometry.

Last column: Löwdin charge in e.
Cartesian coordinates (Å):
C: -1.60386 -0.24788 -0.67720  -0.130
C: -0.69886 0.04824 0.56031  -0.995
S: -1.62858 0.89200 1.95102  0.680
S: -0.06945 -1.58111 1.34769  0.688
C: 0.59764 0.91270 0.13777  -0.277
N: 1.08219 0.21652 -1.05138  -0.237
N: 1.91540 -0.89134 -1.01174  -0.043
H: -2.61395 0.09205 -0.49680  0.045
H: -1.50719 -1.28515 -0.88545  0.056
H: -1.29309 0.43766 -1.48152  0.086
H: -2.79027 0.63964 1.35938  -0.161
H: 0.92746 -1.17692 2.16477  -0.116
H: 0.40758 1.96716 -0.15243  0.116
H: 1.38498 1.00960 0.95724  0.115
H: 1.52334 0.86398 -1.69254  0.108
H: 2.89182 -0.52422 -0.85965  0.085
H: 1.47484 -1.37292 -0.16948  -0.018

As for the SMILES: CC(S)(S)CNN. The energy above the lowest of the compared OMol25 structures with the same formula, charge and spin is 58.8 kcal per mole. For the HOMO energy, the calculation gives -0.2990 Eh. As for the total energy: -27921.3972 eV.

***

DFT (ωB97M-V with the def2-TZVPD basis set) results for an isolated ion of composition C3H10N2S2 and charge +1 at a distorted geometry.

Last column: Mulliken spin population.
Cartesian coordinates (Å):
S: -3.82857 0.40482 -0.51372  0.378
S: -2.30537 0.68917 0.73607  0.585
C: -1.09963 -0.54948 0.07917  -0.019
C: 0.25904 0.14732 0.13727  0.012
C: 1.38111 -0.87396 0.09433  -0.002
N: 2.59591 -0.48260 0.84176  0.001
N: 0.22578 1.19610 -0.88620  0.023
H: -4.65105 1.27222 0.11097  -0.003
H: -1.17916 -1.35781 0.81295  0.022
H: -1.39195 -0.75620 -0.93750  0.000
H: 0.29272 0.69720 1.09227  0.004
H: 1.04082 -1.84407 0.49639  0.000
H: 1.70194 -1.11943 -0.90644  0.000
H: 2.42641 0.34130 1.41092  0.000
H: 3.32034 -0.19920 0.19163  0.000
H: 0.07647 0.79081 -1.80642  0.000
H: 1.13518 1.64381 -0.95345  -0.001

As for the spin multiplicity: 2. As for the expectation value of S²: 0.75. The energy above the lowest of the compared OMol25 structures with the same formula, charge and spin is 0.0 kcal per mole. For the HOMO energy (alpha / beta), the calculation gives -0.4674 / -0.4668 Eh. As for the total energy: -27915.5219 eV. As for the total charge: +1.

***

DFT (ωB97M-V with the def2-TZVPD basis set) results for an isolated ion of composition C3H10N3 and charge +1 at a distorted geometry.

Last column: Löwdin charge in e.
Cartesian coordinates (Å):
C: -1.66453 -1.26892 0.25186  0.117
N: -0.64179 0.12355 -0.28277  -0.207
C: -1.21666 1.34969 0.14643  -0.066
N: 0.59629 -0.08707 0.34323  0.020
C: 1.66468 0.06114 -0.34040  -0.258
N: 2.88479 -0.20919 0.10609  0.141
H: -1.88173 -1.28750 1.34109  0.091
H: -2.65585 -1.39702 -0.23576  0.088
H: -0.94667 -2.07590 -0.01285  0.081
H: -0.47473 -0.06794 -1.37535  0.225
H: -2.23097 1.49707 -0.44851  0.150
H: -1.34016 1.33416 1.22184  0.101
H: -0.55326 2.20916 -0.19209  0.122
H: 1.79537 0.41099 -1.42466  0.171
H: 3.71227 0.19194 -0.08820  0.066
H: 2.95294 -0.78414 0.99004  0.158

As for the SMILES: C[NH+](C)/N=C/N. The energy above the lowest of the compared OMol25 structures with the same formula, charge and spin is 93.5 kcal per mole. For the HOMO energy, the calculation gives -0.5171 Eh. As for the total energy: -7734.2089 eV. As for the total charge: +1.

***

DFT (ωB97M-V with the def2-TZVPD basis set) results for a 2-piece molecular cluster, C3H10N3 overall at a distorted geometry.

Last column: Löwdin charge in e.
Cartesian coordinates (Å):
N: 0.98041 0.85760 0.19319  0.190
C: 0.98332 1.85250 1.02490  -0.176
N: -0.10557 2.47414 1.42772  0.184
H: 0.10434 0.43872 -0.19674  0.069
H: 1.86881 0.51074 -0.13106  0.137
H: 1.93032 2.18832 1.42793  0.162
H: -0.05819 3.07998 2.23180  0.135
H: -1.03630 2.20013 1.15166  0.134
C: 0.30464 -2.39691 -1.27292  0.009
C: -0.54667 -1.84714 -0.41771  -0.263
N: -1.23832 -0.61426 -0.71155  -0.015
H: 0.40029 -2.00461 -2.27741  0.065
H: 0.84013 -3.29895 -1.01914  0.062
H: -0.86262 -2.29531 0.51372  0.109
H: -1.42730 -0.49011 -1.70216  0.104
H: -2.13728 -0.65486 -0.24223  0.095

The energy above the lowest of the compared OMol25 structures with the same formula, charge and spin is 25.5 kcal per mole. For the HOMO energy, the calculation gives -0.4711 Eh. As for the total energy: -7737.1608 eV. As for the total charge: +1.

***

DFT (ωB97M-V with the def2-TZVPD basis set) results for a 2-piece molecular cluster, C3H10N3 overall at a distorted geometry.

Last column: Löwdin charge in e.
Cartesian coordinates (Å):
C: -0.59436 0.99333 -0.14339  -0.170
C: -0.88888 0.92212 -1.48716  -0.091
N: -0.08900 0.10363 -2.42940  0.181
N: -1.44686 1.47510 0.78288  0.103
H: 0.30723 0.55894 0.20667  0.085
H: -1.74326 1.39429 -1.94120  0.115
H: 0.36376 0.59615 -3.20105  0.172
H: 0.66121 -0.33101 -1.87827  0.159
H: -0.66352 -0.60771 -2.86468  0.166
H: -2.42262 1.59938 0.49162  0.131
H: -1.31625 1.10736 1.71696  0.119
C: 1.41503 -1.79646 1.21967  -0.156
N: 1.59855 -1.64897 2.50163  0.032
H: 0.78780 -2.63788 0.88406  0.062
H: 1.79056 -1.09321 0.44530  0.041
H: 2.20556 -0.80856 2.62016  0.052

The energy above the lowest of the compared OMol25 structures with the same formula, charge and spin is 76.1 kcal per mole. For the HOMO energy, the calculation gives -0.4889 Eh. As for the total energy: -7734.9664 eV. As for the total charge: +1.

***

DFT (ωB97M-V with the def2-TZVPD basis set) results for C3H10N3 as an isolated structure at a distorted geometry.

Last column: Mulliken spin population.
Cartesian coordinates (Å):
C: -0.87794 -0.44351 0.03522  0.536
C: -1.94246 -1.42509 -0.08689  -0.004
C: -1.08193 2.02429 0.16981  0.151
N: 0.32080 -0.29018 -0.32088  0.728
N: -0.48086 0.69475 0.66767  0.474
N: 2.88818 -0.57697 -0.07357  0.030
H: -2.78716 -0.78032 -0.33743  0.020
H: -1.66550 -2.11660 -0.90541  0.002
H: -2.17960 -1.92760 0.80566  0.049
H: -0.84660 2.12600 -0.88176  0.008
H: -2.17586 1.92493 0.35350  0.005
H: -0.61549 2.90165 0.67497  -0.012
H: 1.64619 -0.51183 -0.08214  0.020
H: 3.19791 -0.59076 0.92235  -0.006
H: 3.23533 0.36400 -0.44651  0.003
H: 3.36497 -1.37276 -0.49458  -0.004

As for the spin multiplicity: 3. As for the expectation value of S²: 2.01. The energy above the lowest of the compared OMol25 structures with the same formula, charge and spin is 43.6 kcal per mole. For the HOMO energy (alpha / beta), the calculation gives -0.3644 / -0.5765 Eh. As for the total energy: -7730.2139 eV. As for the total charge: +1.

***

> What is the formula in the eighth record?

C3H10N3